# 1
C9H12N2O3 | the ωB97M-V functional and the def2-TZVPD basis

Structure (ORCA input):
```
! wB97M-V def2-TZVPD RIJCOSX def2/J DEFGRID3
* xyz 0 1
C -2.79 0.65 -0.12
C -1.01 1.40 1.32
C -0.25 0.70 -1.27
C 0.53 -0.55 -0.92
C -1.12 -1.03 0.72
C -1.53 0.41 0.46
C -2.31 -1.97 0.86
C 3.53 1.29 0.10
C 1.70 -0.19 0.01
N -3.79 0.83 -0.66
N -0.54 2.19 2.00
O -0.33 -1.52 -0.38
O -1.02 0.73 -2.36
O 2.54 0.69 -0.71
H 0.20 1.66 -1.07
H 0.93 -1.00 -1.83
H -0.51 -1.07 1.63
H -2.88 -1.99 -0.06
H -2.95 -1.63 1.67
H -1.95 -2.98 1.08
H 3.07 1.87 0.91
H 4.10 1.95 -0.55
H 4.19 0.54 0.54
H 2.24 -1.11 0.30
H 1.33 0.30 0.92
H -1.38 -0.15 -2.58
*
```

energy above the lowest of the compared OMol25 structures with the same formula, charge and spin = 335.7 kJ/mol
energy = -685.280201 Ha
orbital gap = 9.39 eV
HOMO = -9.418 eV

Here are the Mulliken charges for atoms 1 to 5, given in e: -0.036 0.171 -0.422 0.438 0.300

# 2
C9H12N2O4RhS | the ωB97M-V functional and the def2-TZVPD basis

Structure (ORCA input):
```
! wB97M-V def2-TZVPD RIJCOSX def2/J DEFGRID3
* xyz 3 5
O 0.00 -3.18 -2.77
C 0.06 -2.04 -2.90
Rh 0.15 -0.09 -3.16
O -2.65 -0.15 -4.55
C -1.57 -0.13 -4.14
C 1.65 -0.10 -4.37
O 2.67 -0.11 -4.90
C 0.01 1.86 -2.98
O -0.09 3.00 -2.84
C -1.26 -2.11 2.05
C 0.10 -1.48 1.87
N 0.27 -1.04 0.46
C 0.85 0.11 0.08
S 1.85 0.08 -1.33
N 0.72 1.26 0.74
C -0.36 1.59 1.70
C 0.26 2.14 2.97
H -2.07 -1.42 1.81
H -1.39 -2.41 3.10
H -1.38 -3.01 1.44
H 0.28 -0.65 2.55
H 0.88 -2.24 2.02
H 0.54 -1.83 -0.13
H 1.17 2.06 0.30
H -0.99 2.34 1.22
H -0.96 0.69 1.87
H 0.82 3.06 2.76
H -0.51 2.38 3.70
H 0.95 1.43 3.42
*
```

energy above the lowest of the compared OMol25 structures with the same formula, charge and spin = 0.0 kJ/mol
<S²> = 6.05
energy = -1268.046698 Ha
orbital gap (alpha / beta) = 6.48 / 6.04 eV
HOMO (alpha / beta) = -18.588 / -22.474 eV

Here are the Mulliken charges for atoms 1 to 5, given in e: -0.102 0.327 -0.086 -0.057 0.369

# 3
C9H12N3 | the ωB97M-V functional and the def2-TZVPD basis

Structure (ORCA input):
```
! wB97M-V def2-TZVPD RIJCOSX def2/J DEFGRID3
* xyz 1 1
H 0.21 2.65 -0.78
N 1.17 2.34 -0.68
C 1.43 1.16 -0.47
C 2.77 0.51 -0.35
C 2.53 -0.72 0.52
N 1.13 -1.15 0.18
N 0.45 -0.01 -0.34
C -0.95 0.09 -0.19
C -1.50 1.04 0.65
C -2.88 1.13 0.76
C -3.69 0.28 0.03
C -3.14 -0.68 -0.80
C -1.76 -0.78 -0.92
H 3.11 0.23 -1.36
H 3.50 1.19 0.07
H 3.24 -1.52 0.32
H 2.58 -0.45 1.58
H 1.16 -1.92 -0.52
H 0.64 -1.52 1.01
H -0.86 1.70 1.21
H -3.31 1.86 1.42
H -4.76 0.36 0.12
H -3.77 -1.34 -1.38
H -1.32 -1.52 -1.57
*
```

energy above the lowest of the compared OMol25 structures with the same formula, charge and spin = 128.2 kJ/mol
SMILES = [H]/N=C1/CC[NH2+]N1c1ccccc1
energy = -514.127287 Ha
orbital gap = 9.52 eV
HOMO = -12.892 eV

Here are the Mulliken charges for atoms 1 to 5, given in e: 0.298 -0.550 0.216 -0.423 -0.659

# 4
C9H12N3 | the ωB97M-V functional and the def2-TZVPD basis

Structure (ORCA input):
```
! wB97M-V def2-TZVPD RIJCOSX def2/J DEFGRID3
* xyz 1 1
H 1.67 2.97 -0.94
N 1.38 2.05 -1.18
C 1.54 1.02 -0.59
N 2.43 0.66 0.39
N 2.37 -0.67 0.87
C 1.69 -1.29 -0.26
C 0.74 -0.26 -0.82
C -0.75 -0.23 -0.36
C -1.78 -0.13 -1.29
C -3.08 0.02 -0.79
C -3.26 0.23 0.56
C -2.22 0.16 1.48
C -0.97 -0.18 1.03
H 2.99 1.34 0.94
H 1.77 -0.86 1.68
H 3.27 -1.14 1.02
H 1.31 -2.33 -0.14
H 2.50 -1.68 -0.98
H 0.74 -0.40 -1.94
H -1.55 -0.04 -2.27
H -3.99 0.26 -1.53
H -4.17 0.51 0.97
H -2.50 0.29 2.45
H -0.14 -0.31 1.69
*
```

energy above the lowest of the compared OMol25 structures with the same formula, charge and spin = 286.5 kJ/mol
SMILES = [H]/N=C1\N[NH2+]C[C@H]1c1ccccc1
energy = -514.067005 Ha
orbital gap = 8.91 eV
HOMO = -12.481 eV

Here are the Mulliken charges for atoms 1 to 5, given in e: 0.266 -0.491 0.036 -0.252 0.073

# 5
C9H12N3S | the ωB97M-V functional and the def2-TZVPD basis

Structure (ORCA input):
```
! wB97M-V def2-TZVPD RIJCOSX def2/J DEFGRID3
* xyz 1 1
C 3.08 -1.08 0.46
C 2.35 -1.07 -0.73
C 2.42 -0.80 1.66
C 0.96 -0.88 -0.68
C 1.05 -0.60 1.72
C 0.28 -0.67 0.49
C -3.22 -0.17 1.23
C -1.88 -0.71 -0.71
C -1.14 -0.46 0.42
N -1.91 -0.31 1.51
N -0.90 2.20 -1.03
N -0.01 1.74 -2.00
S -3.54 -0.18 -0.43
H 4.11 -1.27 0.43
H 2.88 -1.12 -1.62
H 3.11 -0.72 2.56
H 0.52 -0.74 -1.68
H 0.60 -0.46 2.66
H -3.93 0.04 1.95
H -1.90 1.88 -1.46
H -1.53 -1.25 -1.66
H -1.01 3.28 -1.07
H 0.15 2.08 -2.93
H -1.33 -0.21 2.39
H 0.79 1.49 -1.48
*
```

energy above the lowest of the compared OMol25 structures with the same formula, charge and spin = 201.6 kJ/mol
energy = -912.272655 Ha
orbital gap = 7.90 eV
HOMO = -12.238 eV

Here are the Mulliken charges for atoms 1 to 5, given in e: -0.499 -0.850 -0.686 -0.698 -0.633

# 6
C9H12N3S | the ωB97M-V functional and the def2-TZVPD basis

Structure (ORCA input):
```
! wB97M-V def2-TZVPD RIJCOSX def2/J DEFGRID3
* xyz 1 1
C 0.88 -2.54 2.28
C -0.12 -1.65 2.66
C 1.44 -2.41 1.07
C -0.57 -0.60 1.83
C 1.77 -1.16 -0.98
C 1.05 -1.42 0.17
C 0.03 -0.56 0.55
C -0.94 1.05 -1.08
C -1.33 2.06 -1.92
N -0.34 0.47 -0.27
N 1.90 0.02 -1.42
N 2.59 0.33 -2.48
S -3.15 2.43 1.42
H 1.23 -3.27 3.03
H -0.77 -1.74 3.59
H 1.92 -3.23 0.65
H -1.43 0.03 2.10
H 2.16 -1.92 -1.63
H -0.61 2.89 -1.82
H -2.23 2.61 -1.87
H -1.42 1.81 -3.00
H 2.82 -0.38 -3.20
H -3.49 3.40 0.68
H 2.72 1.38 -2.66
H -4.11 2.39 2.30
*
```

energy above the lowest of the compared OMol25 structures with the same formula, charge and spin = 308.9 kJ/mol
energy = -912.231757 Ha
orbital gap = 7.48 eV
HOMO = -11.597 eV

Here are the Mulliken charges for atoms 1 to 5, given in e: -0.686 -0.317 -0.546 -0.469 -0.333

# 7
C9H12N4 | the ωB97M-V functional and the def2-TZVPD basis

Structure (ORCA input):
```
! wB97M-V def2-TZVPD RIJCOSX def2/J DEFGRID3
* xyz 0 1
C 1.80 -0.12 0.03
C 1.02 0.78 -0.93
C -1.35 0.54 -1.72
C -1.92 -0.17 -2.69
C 0.16 -0.51 -2.88
C 0.96 -1.07 0.82
C 0.38 0.49 2.59
C -0.86 0.76 3.26
C -1.37 -0.68 1.94
H 2.63 -0.61 -0.57
H 2.36 0.65 0.58
H 1.76 1.23 -1.67
H 0.57 1.67 -0.28
H -1.63 1.46 -1.14
H -2.94 -0.20 -2.91
H 1.11 -0.83 -3.40
H 0.06 -1.69 0.32
H 1.55 -1.81 1.41
H 1.46 0.76 2.63
H -1.03 1.66 4.00
H -1.85 -1.51 1.31
N 0.05 0.38 -1.88
N -0.95 -0.91 -3.36
N -0.02 -0.36 1.71
N -1.95 0.09 2.83
*
```

energy above the lowest of the compared OMol25 structures with the same formula, charge and spin = 247.0 kJ/mol
energy = -569.075427 Ha
orbital gap = 9.00 eV
HOMO = -8.413 eV

Here are the Mulliken charges for atoms 1 to 5, given in e: -0.400 -0.843 -0.145 -0.592 0.065

# 8
C9H12N4O2 | the ωB97M-V functional and the def2-TZVPD basis

Structure (ORCA input):
```
! wB97M-V def2-TZVPD RIJCOSX def2/J DEFGRID3
* xyz 2 1
C 2.63 1.99 0.56
C 1.32 2.22 0.35
C 3.19 0.71 0.26
C 0.98 -0.01 -0.32
C 0.39 1.27 -0.16
C 2.23 -0.30 -0.02
C -2.78 -1.76 0.82
C -0.88 1.38 -0.74
C -1.72 -2.32 0.30
N -3.71 -0.86 0.32
N 2.69 -1.67 -0.16
N -1.33 2.77 -0.79
N -0.99 -3.18 -0.26
O 3.85 -1.94 -0.04
O 1.81 -2.51 -0.36
H 3.37 2.75 0.84
H 0.99 3.24 0.39
H 4.21 0.55 0.57
H 0.35 -0.85 -0.59
H -2.43 -1.77 1.91
H -4.60 -0.89 0.91
H -0.99 3.21 -1.57
H -0.95 3.34 -0.01
H -2.40 2.97 -0.83
H -1.37 -4.26 -0.30
H -3.93 -1.04 -0.61
H 0.09 -3.03 -0.45
*
```

energy above the lowest of the compared OMol25 structures with the same formula, charge and spin = 163.6 kJ/mol
energy = -718.735878 Ha
orbital gap = 7.51 eV
HOMO = -16.562 eV

Here are the Mulliken charges for atoms 1 to 5, given in e: -0.843 -0.313 -0.385 0.006 0.923

# 9
C9H12N5O | the ωB97M-V functional and the def2-TZVPD basis

Structure (ORCA input):
```
! wB97M-V def2-TZVPD RIJCOSX def2/J DEFGRID3
* xyz 1 1
C -2.68 -1.72 1.07
N -1.90 -0.59 0.76
N -2.43 0.13 -0.39
C -1.60 0.78 -1.19
O -1.91 1.70 -1.95
C -0.24 0.43 -0.79
C 0.38 -0.83 -1.01
C 1.77 -0.97 -0.71
C 2.53 -2.23 -1.06
N 2.46 -0.07 0.01
C 1.88 1.08 0.43
N 2.70 1.83 1.12
C 0.64 1.44 -0.16
C -0.03 2.57 0.26
N -0.71 3.48 0.70
H -2.02 -2.35 1.59
H -3.61 -1.51 1.60
H -3.00 -2.22 0.21
H -1.87 0.01 1.51
H -3.45 0.06 -0.46
H -0.15 -1.61 -1.47
H 3.15 -2.58 -0.26
H 1.77 -3.05 -1.18
H 3.08 -2.24 -1.96
H 2.50 2.72 1.52
H 3.57 1.35 1.43
H -0.82 4.37 0.36
*
```

energy above the lowest of the compared OMol25 structures with the same formula, charge and spin = 149.9 kJ/mol
SMILES = CNNC(=O)c1cc(C)nc(N)c1C#[NH+]
energy = -698.846386 Ha
orbital gap = 7.61 eV
HOMO = -12.537 eV

Here are the Mulliken charges for atoms 1 to 5, given in e: -1.073 -0.169 -0.044 -0.184 -0.594